# 1
{"formula": "C6H4O", "method": "ωB97M-V/def2-TZVPD", "elements": ["C", "C", "C", "C", "C", "C", "O", "H", "H", "H", "H"], "coordinates": [[3.1461, -0.5027, -0.2096], [1.9027, -0.3774, -0.0464], [0.5108, -0.1765, 0.1049], [-0.1982, 0.9067, 0.5343], [-1.5697, 0.5894, 0.3360], [-1.5832, -0.6617, -0.2027], [-0.3396, -1.1434, -0.3524], [2.5729, 0.0146, -1.1476], [0.2342, 1.8186, 0.9234], [-2.4262, 1.2084, 0.5584], [-2.3769, -1.3191, -0.5260]], "forces_ev_per_angstrom": [[-0.656, 0.090, 0.027], [0.418, -0.095, 0.063], [-0.054, 0.237, 0.055], [0.088, -0.069, -0.020], [-0.063, -0.103, -0.032], [-0.186, 0.105, 0.056], [0.012, -0.004, 0.012], [0.382, -0.003, -0.166], [-0.098, -0.160, -0.037], [0.093, -0.114, -0.036], [0.065, 0.118, 0.078]], "e_lumo_ev": 0.4, "multiplicity": 1}

# 2
{"formula": "C6H4O", "method": "ωB97M-V/def2-TZVPD", "elements": ["C", "C", "C", "C", "C", "C", "O", "H", "H", "H", "H"], "coordinates": [[-1.8445, -2.4242, -1.1296], [-1.1643, -1.4541, -0.6711], [-0.3772, -0.4547, -0.0213], [0.9688, -0.3435, 0.1140], [1.2003, 0.9644, 0.6321], [-0.0252, 1.5399, 0.7500], [-0.9980, 0.6954, 0.3518], [-1.2349, -1.3341, -1.8331], [1.6882, -1.1023, -0.1626], [2.1524, 1.4068, 0.8818], [-0.3657, 2.5065, 1.0879]], "forces_ev_per_angstrom": [[0.427, 0.672, 0.044], [-0.238, -0.393, 0.081], [0.259, -0.018, -0.063], [-0.076, -0.033, 0.025], [-0.051, 0.124, 0.082], [0.210, 0.131, 0.109], [0.020, -0.015, 0.051], [-0.437, -0.520, -0.436], [-0.097, 0.141, 0.123], [-0.125, 0.010, -0.020], [0.108, -0.099, 0.003]], "e_lumo_ev": 0.7, "multiplicity": 1}

# 3
{"formula": "C6H4O2", "method": "ωB97M-V/def2-TZVPD", "elements": ["O", "C", "C", "C", "C", "C", "C", "O", "H", "H", "H", "H"], "coordinates": [[0.4381, -2.5647, 0.0997], [-0.3180, -1.5185, 0.0490], [-1.1543, -0.6596, -0.1126], [-1.6228, 0.6487, -0.2774], [-0.7128, 1.6816, -0.4100], [0.6343, 1.5661, -0.1004], [1.4099, 0.6410, 0.0919], [2.5266, 0.1547, 0.5548], [-0.0686, -3.3256, -0.3836], [-2.7625, 0.7468, -0.3698], [-1.0222, 2.7761, -0.6111], [2.6523, -0.1466, 1.4694]], "forces_ev_per_angstrom": [[-0.829, -2.803, -1.054], [-0.962, 0.306, -0.404], [0.813, -0.198, 0.670], [-1.207, 1.443, -0.862], [-3.067, 2.254, -0.006], [-0.122, -1.190, -0.659], [2.226, 0.590, 2.083], [0.888, -0.863, -0.990], [1.475, 1.809, 1.257], [1.991, 0.377, -0.055], [-0.180, -2.070, 0.287], [-1.026, 0.345, -0.266]], "e_lumo_ev": 0.1, "smiles": "OC#C/C=C\\C#CO", "multiplicity": 1}